# 1
DFT (ωB97M-V with the def2-TZVPD basis set) results for a 3-piece molecular cluster, C3H11NO3 overall in a non-equilibrium geometry.

Geometry as XYZ:
```
18
C3H11NO3 ωB97M-V with the def2-TZVPD basis set
C 0.59 -2.52 -0.51
C 0.21 -1.16 0.04
C 0.07 -0.08 -1.00
N 1.21 0.46 -1.50
O -1.02 0.40 -1.29
H -0.01 -2.77 -1.37
H 0.38 -3.31 0.20
H 1.64 -2.56 -0.84
H -0.72 -1.21 0.62
H 0.90 -0.77 0.80
H 2.10 0.21 -1.11
H 1.24 1.40 -1.86
H 0.71 2.34 1.95
H -0.80 1.84 2.00
O 0.03 1.93 2.48
H -2.52 2.65 0.57
H -1.72 1.44 0.04
O -2.31 1.72 0.77
```

As for the energy above the lowest of the compared OMol25 structures with the same formula, charge and spin: 30.25 kJ/mol. For the lowest unoccupied orbital energy, the calculation gives 0.48 eV. Its spin multiplicity is 1. The HOMO-LUMO gap is 10.754 eV. As for the HOMO energy: -0.378 Ha. The net charge is 0. The calculation puts the largest force on an atom at 1.236 eV/A. The SMILES is CCC(N)=O.O.O.

Atomic partial charges in e from the Löwdin method, atoms 1 to 2: C -0.089; C -0.175

# 2
DFT (ωB97M-V with the def2-TZVPD basis set) results for a 5-piece molecular cluster, C18H36BNO15 overall in a non-equilibrium geometry.

Geometry as XYZ:
```
71
C18H36BNO15 ωB97M-V with the def2-TZVPD basis set
N 3.06 -7.21 6.59
B 3.63 -6.64 5.31
O 3.39 -7.31 4.06
C 4.50 -5.34 5.35
C 3.63 -4.11 5.30
O 2.40 -4.09 5.61
O 4.20 -3.02 4.88
H 3.86 -7.42 7.18
H 2.65 -6.38 7.02
H 2.44 -7.43 4.00
H 5.09 -5.31 4.42
C -0.67 -4.07 2.27
C 0.57 -3.97 1.41
O 0.96 -5.26 0.90
C 0.23 -5.74 -0.09
O -0.71 -5.20 -0.63
O 0.71 -6.95 -0.42
C -0.04 -7.62 -1.42
H -0.51 -4.80 3.07
H -0.91 -3.10 2.71
H -1.53 -4.40 1.69
H 1.40 -3.61 2.01
H 0.43 -3.26 0.58
H -0.15 -7.00 -2.31
H -1.02 -7.90 -1.03
H 0.51 -8.52 -1.68
C 2.75 -0.65 -0.40
C 2.45 0.21 0.81
O 1.96 1.51 0.43
C 0.71 1.55 0.01
O -0.06 0.63 -0.06
O 0.42 2.82 -0.32
C -0.88 2.98 -0.87
H 3.44 -0.14 -1.08
H 3.20 -1.60 -0.09
H 1.85 -0.87 -0.96
H 3.37 0.39 1.37
H 1.75 -0.28 1.49
H -1.64 2.58 -0.20
H -0.94 2.50 -1.85
H -1.06 4.05 -1.00
C 1.38 5.67 -2.29
C 1.06 4.51 -3.21
O 1.10 4.90 -4.59
C 2.32 5.06 -5.11
O 3.36 4.89 -4.54
O 2.17 5.44 -6.38
C 3.41 5.73 -7.04
H 0.72 6.51 -2.50
H 1.26 5.37 -1.25
H 2.40 6.01 -2.43
H 0.04 4.17 -3.02
H 1.72 3.66 -3.03
H 4.10 4.89 -6.96
H 3.86 6.63 -6.61
H 3.18 5.91 -8.08
C -7.25 3.79 2.01
C -6.08 4.63 1.52
O -5.08 3.82 0.89
C -5.37 3.38 -0.33
O -6.38 3.62 -0.95
O -4.36 2.62 -0.75
C -4.57 2.00 -2.02
H -6.89 3.00 2.67
H -7.96 4.42 2.56
H -7.77 3.32 1.19
H -5.59 5.11 2.36
H -6.41 5.41 0.83
H -4.83 2.74 -2.78
H -5.35 1.25 -1.94
H -3.64 1.52 -2.30
```

For the lowest unoccupied orbital energy, the calculation gives 2.84 eV. Its spin multiplicity is 1. The HOMO-LUMO gap is 0.830 eV. As for the HOMO energy: 0.074 Ha. The net charge is -2. The calculation puts the largest force on an atom at 2.417 eV/A.

Atomic partial charges in e from the Löwdin method, atoms 1 to 2: N 0.054; B -0.738